A.
27
Properties=species:S:1:pos:R:3:lowdin_charge:R:1 method="wB97M-V/def2-TZVPD" lumo_ev=0.785 homo_lumo_gap_ev=8.98 charge=0 homo_energy_ev=-8.20
C 1.339 -1.710 -1.026 -0.0941
C 1.120 -1.241 0.460 -0.1863
C -0.229 -0.627 0.599 -0.2581
C -0.681 0.336 -0.314 -0.0453
C -1.768 1.065 0.071 -0.0492
C -2.647 0.692 1.097 -0.3148
O -3.823 1.370 1.333 0.0057
C -2.230 -0.355 1.937 -0.0403
C -1.064 -0.923 1.696 -0.0653
H 1.742 -2.789 -0.957 0.1008
H 2.028 -1.108 -1.616 0.0159
H 0.454 -1.727 -1.596 0.0459
H 1.304 -2.143 1.095 0.1157
H 1.831 -0.463 0.661 0.0984
H -0.089 0.649 -1.232 0.1369
H -2.230 1.890 -0.495 0.1134
H -4.099 1.965 0.536 0.1544
H -2.958 -0.489 2.716 0.1191
H -0.615 -1.787 2.302 0.1397
C 4.385 0.066 -2.166 -0.1910
C 3.410 1.222 -2.202 -0.2013
H 3.805 -0.820 -1.615 0.0729
H 4.624 -0.296 -3.170 0.0553
H 5.343 0.263 -1.570 0.0887
H 2.468 1.184 -2.769 0.0650
H 3.133 1.434 -1.232 0.0199
H 4.027 2.116 -2.629 0.0981


B.
27
Properties=species:S:1:pos:R:3:lowdin_charge:R:1 method="wB97M-V/def2-TZVPD" lumo_ev=0.870 homo_lumo_gap_ev=9.14 charge=0 homo_energy_ev=-8.27
C -2.374 -0.260 -2.797 -0.0697
C -1.872 -0.403 -1.370 -0.3131
C -0.581 -0.938 -1.218 -0.0719
C -0.134 -1.376 0.003 -0.0551
C -0.979 -1.143 1.058 -0.3444
O -0.593 -1.479 2.324 0.0253
C -2.191 -0.473 0.948 -0.0025
C -2.743 -0.165 -0.332 -0.0245
H -1.480 -0.087 -3.430 0.0687
H -3.146 0.500 -3.014 0.0802
H -2.674 -1.300 -3.091 0.0923
H -0.008 -1.188 -2.178 0.1416
H 0.993 -1.613 0.077 0.1268
H 0.285 -1.824 2.500 0.0990
H -2.738 -0.439 1.911 0.1259
H -3.692 0.354 -0.327 0.1110
C 2.012 1.683 -0.333 -0.1053
C 2.430 0.569 0.634 -0.3110
C 2.116 0.907 2.106 -0.1053
H 1.006 1.500 -0.738 0.0626
H 2.608 1.703 -1.228 0.0574
H 1.998 2.665 0.170 0.0745
H 1.949 -0.413 0.351 0.0460
H 3.460 0.201 0.526 0.0976
H 1.510 1.819 2.155 0.0708
H 1.743 0.088 2.745 0.0587
H 3.096 1.114 2.548 0.0642


B is preferred energetically. Next in line: 0.0082 hartree higher.


A.
27
Properties=species:S:1:pos:R:3:lowdin_charge:R:1 method="wB97M-V/def2-TZVPD" lumo_ev=0.923 homo_lumo_gap_ev=9.45 charge=0 homo_energy_ev=-8.53
C -2.552 2.243 0.750 -0.0577
C -1.115 2.331 0.199 -0.2454
C -0.550 1.081 0.345 -0.1073
C 0.693 0.800 -0.064 -0.0270
C 1.464 1.918 -0.466 -0.2660
O 2.864 1.675 -0.340 0.0081
C 0.965 3.218 -0.516 -0.0303
C -0.411 3.435 -0.310 -0.0253
H -2.639 1.610 1.576 0.0484
H -3.216 1.970 -0.119 0.1007
H -3.070 3.114 1.091 0.0572
H -1.212 0.261 0.667 0.1134
H 1.183 -0.148 0.324 0.1286
H 3.316 2.154 -1.013 0.0703
H 1.562 4.044 -0.953 0.1201
H -0.949 4.233 -0.782 0.1075
C -0.679 -2.479 -0.444 -0.1638
C 0.357 -3.606 -0.434 -0.2787
C 1.443 -3.402 0.738 -0.0846
H -1.506 -2.838 0.071 0.0344
H -1.035 -2.122 -1.436 0.0852
H -0.311 -1.479 -0.025 0.0364
H -0.500 -4.423 -0.392 0.1235
H 0.892 -3.647 -1.447 0.1074
H 1.912 -2.467 0.524 0.0425
H 0.962 -3.304 1.722 0.0761
H 2.132 -4.171 0.732 0.0264


B.
27
Properties=species:S:1:pos:R:3:lowdin_charge:R:1 method="wB97M-V/def2-TZVPD" lumo_ev=0.901 homo_lumo_gap_ev=9.64 charge=0 homo_energy_ev=-8.74
C 0.910 0.003 -2.914 -0.0575
C 0.614 0.572 -1.538 -0.2934
C 1.620 0.687 -0.586 -0.0372
C 1.336 1.282 0.649 -0.0067
C 0.028 1.716 0.887 -0.3270
O -0.255 2.543 1.960 0.0307
C -0.987 1.438 -0.008 -0.0258
C -0.700 0.871 -1.254 -0.0565
H -0.036 -0.397 -3.299 0.0703
H 1.623 -0.816 -2.989 0.0748
H 1.185 0.780 -3.625 0.0751
H 2.630 0.299 -0.586 0.1120
H 2.088 1.359 1.421 0.1144
H -0.566 3.373 1.657 0.0816
H -2.032 1.598 0.227 0.1175
H -1.474 0.825 -2.008 0.1150
C -1.110 -2.051 1.987 -0.1140
C -0.229 -2.841 1.000 -0.3050
C -0.762 -2.864 -0.407 -0.1328
H -0.905 -0.974 1.938 0.0520
H -0.941 -2.428 2.992 0.0621
H -2.182 -1.959 1.760 0.0715
H 0.777 -2.405 1.018 0.0941
H -0.038 -3.834 1.415 0.0947
H -1.424 -3.685 -0.699 0.0695
H -1.406 -2.033 -0.713 0.0605
H 0.053 -2.841 -1.125 0.0599


C.
27
Properties=species:S:1:pos:R:3:lowdin_charge:R:1 method="wB97M-V/def2-TZVPD" lumo_ev=0.944 homo_lumo_gap_ev=10.14 charge=0 homo_energy_ev=-9.20
C 1.277 2.613 1.244 -0.0483
C 1.005 1.155 1.494 -0.2892
C 2.032 0.214 1.427 -0.0553
C 1.782 -1.131 1.612 -0.0833
C 0.480 -1.576 1.812 -0.0913
C -0.544 -0.650 1.908 -0.0988
C -0.280 0.698 1.734 -0.0829
H 0.603 3.236 1.831 0.0769
H 1.057 2.878 0.206 0.0829
H 2.314 2.853 1.461 0.0755
H 3.053 0.507 1.207 0.1118
H 2.600 -1.834 1.679 0.1031
H 0.284 -2.608 2.068 0.1016
H -1.544 -0.984 2.157 0.1059
H -1.105 1.399 1.823 0.1135
C -1.364 -1.134 -3.575 -0.0533
C -1.091 -0.104 -2.479 -0.4653
C -2.309 0.155 -1.621 -0.0560
O -0.049 -0.695 -1.675 -0.0701
H -2.444 -1.231 -3.720 0.0702
H -1.037 -2.121 -3.250 0.0837
H -0.955 -0.814 -4.533 0.0723
H -0.670 0.780 -2.956 0.1260
H -2.090 0.408 -0.581 0.0587
H -2.989 0.882 -2.062 0.0804
H -2.900 -0.764 -1.537 0.0823
H 0.047 -0.240 -0.829 0.0491


D.
27
Properties=species:S:1:pos:R:3:lowdin_charge:R:1 method="wB97M-V/def2-TZVPD" lumo_ev=0.849 homo_lumo_gap_ev=9.22 charge=0 homo_energy_ev=-8.37
C 0.334 -2.624 1.070 -0.0645
C 0.154 -2.022 -0.293 -0.2851
C -0.795 -2.569 -1.174 -0.0348
C -0.856 -2.082 -2.455 -0.0126
C -0.194 -0.884 -2.787 -0.3216
O -0.557 -0.351 -4.001 0.0380
C 0.566 -0.229 -1.849 -0.0203
C 0.825 -0.866 -0.626 -0.0601
H -0.609 -2.649 1.610 0.0755
H 1.019 -2.126 1.762 0.0756
H 0.677 -3.664 1.063 0.0774
H -1.401 -3.402 -0.862 0.1131
H -1.494 -2.453 -3.239 0.1142
H -0.058 0.457 -4.168 0.1019
H 0.925 0.756 -2.120 0.1122
H 1.512 -0.411 0.070 0.0873
C 1.167 2.170 1.061 -0.1088
C -0.115 1.681 1.752 -0.3109
C -1.075 2.859 2.018 -0.1268
H 1.854 2.509 1.838 0.0763
H 1.556 1.341 0.487 0.0221
H 0.991 3.034 0.443 0.0654
H 0.161 1.242 2.721 0.0975
H -0.701 0.889 1.284 0.0897
H -0.477 3.685 2.408 0.0680
H -1.733 2.597 2.842 0.0606
H -1.676 3.109 1.146 0.0708


C is preferred energetically. Next in line: 0.0086 hartree higher.